(P)
Entry from the Open Molecules 2025 dataset: a 2-piece molecular cluster, C27H32N4O4 overall (ωB97M-V with the def2-TZVPD basis set).

SMILES ... O=C1NC[C@H]2C=CN(C(=O)c3ccccc3)CC[C@H]12.CNC(=O)[C@H](Cc1ccccc1)NC(C)=O
Spin multiplicity ... 1
Gap between HOMO and LUMO ... 9.64 eV

Atoms and positions in Å:
O (3.40, -2.12, 2.37)
O (-1.08, -5.07, -3.87)
O (0.95, 4.58, 3.65)
O (-3.32, -1.98, -0.56)
C (2.65, -1.26, 1.94)
C (-1.63, -4.00, -3.63)
C (1.44, 3.62, 4.21)
C (-3.03, -1.74, -1.73)
C (1.79, -0.89, 4.18)
C (2.01, 0.09, 5.12)
C (2.89, -0.43, -2.26)
C (-1.42, 3.20, -1.41)
C (2.37, -1.65, -1.81)
C (3.34, 0.52, -1.34)
C (-2.32, 2.78, -2.40)
C (-0.41, 2.33, -0.96)
C (2.28, -1.91, -0.44)
C (3.25, 0.26, 0.04)
C (-2.20, 1.49, -2.96)
C (-0.31, 1.04, -1.50)
C (2.72, -0.96, 0.50)
C (-1.19, 0.61, -2.51)
N (-3.94, -1.32, -2.62)
N (1.77, -0.59, 2.80)
N (2.33, 3.77, 5.24)
N (-1.15, -3.23, -2.66)
C (-2.83, -3.60, -4.47)
C (-5.35, -1.09, -2.31)
C (0.70, 0.29, 2.32)
C (2.59, 2.48, 5.87)
C (1.04, 1.77, 2.49)
C (2.31, 1.51, 4.71)
C (1.13, 2.16, 3.97)
C (-1.06, -0.77, -3.10)
C (-1.56, -1.89, -2.18)
H (1.68, -1.92, 4.50)
H (2.03, -0.18, 6.18)
H (2.96, -0.22, -3.33)
H (-1.50, 4.20, -0.99)
H (2.04, -2.39, -2.53)
H (3.76, 1.46, -1.68)
H (-3.09, 3.45, -2.75)
H (0.29, 2.67, -0.21)
H (1.90, -2.87, -0.10)
H (3.62, 0.99, 0.75)
H (-2.89, 1.18, -3.73)
H (0.46, 0.37, -1.14)
H (-3.63, -1.14, -3.55)
H (2.26, 4.62, 5.79)
H (-0.39, -3.65, -2.17)
H (-2.93, -4.31, -5.29)
H (-2.69, -2.61, -4.88)
H (-3.73, -3.66, -3.86)
H (-5.47, -0.11, -1.84)
H (-5.95, -1.13, -3.22)
H (-5.71, -1.85, -1.61)
H (-0.23, 0.06, 2.86)
H (0.49, 0.09, 1.26)
H (1.90, 2.31, 6.71)
H (3.62, 2.39, 6.22)
H (1.98, 2.01, 1.98)
H (0.25, 2.37, 2.03)
H (3.19, 1.50, 4.06)
H (0.19, 1.92, 4.47)
H (-1.58, -0.81, -4.05)
H (0.00, -0.94, -3.32)
H (-1.01, -1.76, -1.25)

=====

(Q)
Entry from the Open Molecules 2025 dataset: C27H32N4O4 as an isolated structure (ωB97M-V with the def2-TZVPD basis set).

Spin multiplicity ... 1
Gap between HOMO and LUMO ... 7.03 eV

Atoms and positions in Å:
C (-7.38, -2.28, 1.84)
H (-7.39, -1.24, 2.06)
O (-6.55, -2.30, 0.53)
C (-5.38, -1.98, 0.49)
C (-4.73, -1.55, 1.44)
C (-3.50, -1.04, 1.48)
C (-2.88, -1.22, 0.38)
C (-3.50, -1.64, -0.98)
C (-4.83, -2.05, -0.81)
H (-5.28, -2.56, -1.54)
H (-3.07, -1.55, -1.81)
C (-1.50, -0.48, 0.02)
O (-0.91, 0.01, 0.83)
N (-0.67, -0.94, -0.93)
C (0.60, -0.65, -1.42)
C (0.98, 0.60, -1.13)
C (0.30, 1.64, -0.88)
C (0.64, 2.80, -0.08)
N (-0.22, 3.86, -0.04)
C (-1.46, 3.36, -0.53)
C (-2.74, 3.87, -0.86)
C (-3.74, 3.31, -1.38)
C (-3.31, 2.14, -2.13)
C (-2.12, 1.51, -1.91)
C (-1.10, 2.25, -1.52)
H (-1.73, 0.57, -2.62)
H (-4.05, 1.35, -2.79)
H (-4.58, 3.79, -1.67)
H (-3.01, 4.77, -0.17)
C (-0.22, 4.89, 0.91)
H (0.75, 5.13, 1.22)
H (-0.50, 5.80, 0.11)
H (-0.96, 4.92, 1.66)
H (1.61, 2.87, 0.30)
H (2.06, 0.76, -1.48)
C (1.47, -1.61, -1.67)
O (0.91, -2.83, -2.26)
N (2.77, -1.63, -1.39)
C (3.65, -2.73, -1.79)
H (2.98, -3.47, -2.15)
H (4.55, -2.57, -2.33)
C (4.11, -3.12, -0.21)
C (5.01, -2.14, 0.21)
N (4.32, -1.02, 0.51)
C (5.14, 0.33, 0.55)
C (4.55, 1.46, 0.84)
O (3.67, 1.30, 2.04)
C (2.88, 0.13, 1.94)
C (3.57, -0.91, 1.57)
H (2.72, -1.77, 1.60)
H (4.21, -1.15, 2.51)
H (2.23, 0.27, 2.79)
H (2.21, 0.48, 0.99)
H (5.10, 2.31, 1.11)
H (3.88, 1.62, 0.08)
H (5.88, 0.49, -0.08)
H (5.91, 0.09, 1.41)
H (5.82, -1.82, -0.48)
H (5.63, -2.40, 1.10)
H (3.57, -3.47, 0.51)
H (4.93, -4.15, -0.68)
H (3.21, -0.92, -0.99)
H (-0.89, -1.91, -1.44)
H (-3.07, -0.52, 2.35)
H (-5.21, -1.36, 2.59)
H (-8.38, -2.77, 1.59)
H (-6.96, -2.95, 2.62)

=====

It is (P) that is the most stable of them.

=====

(P)
Entry from the Open Molecules 2025 dataset: one molecule with the formula C4H7NO3 (ωB97M-V with the def2-TZVPD basis set).

SMILES ... CO[C@@H]1ON=C[C@@H]1O
Spin multiplicity ... 1
Gap between HOMO and LUMO ... 10.30 eV

Atoms and positions in Å:
C (-0.47, 0.79, 2.33)
C (0.33, -0.29, 0.55)
C (0.37, 0.16, -1.76)
C (-0.09, -1.04, -0.87)
H (-1.42, 1.23, 2.76)
H (-0.31, -0.06, 3.23)
H (0.37, 1.41, 2.28)
H (0.90, -0.95, 1.22)
H (0.29, 0.34, -2.88)
H (0.63, -1.76, -1.23)
H (-1.95, -0.45, -0.67)
N (1.18, 1.00, -1.15)
O (-0.93, 0.21, 0.99)
O (1.38, 0.63, 0.13)
O (-1.41, -1.40, -0.89)

=====

(Q)
Entry from the Open Molecules 2025 dataset: C4H7NO3 as an isolated structure (ωB97M-V with the def2-TZVPD basis set).

Spin multiplicity ... 1
Gap between HOMO and LUMO ... 9.10 eV

Atoms and positions in Å:
C (0.32, 0.16, -0.52)
C (0.99, 1.51, -0.34)
N (-1.14, 0.25, -0.41)
C (-1.73, -0.60, 0.43)
C (0.69, -0.83, 0.63)
O (-0.52, -2.04, 0.31)
O (-2.74, -0.76, 0.99)
O (1.82, -1.24, 0.80)
H (-0.15, -2.40, -0.51)
H (-1.62, 1.14, -0.53)
H (0.58, -0.29, -1.48)
H (-0.01, -0.42, 1.49)
H (0.69, 2.22, -1.11)
H (0.75, 1.93, 0.64)
H (2.07, 1.37, -0.39)

=====

(R)
Entry from the Open Molecules 2025 dataset: one molecule with the formula C4H7NO3 (ωB97M-V with the def2-TZVPD basis set).

SMILES ... C[C@@](O)(C=O)/C=N/O
Spin multiplicity ... 1
Gap between HOMO and LUMO ... 8.80 eV

Atoms and positions in Å:
C (0.97, 1.59, 0.65)
C (-0.12, 0.63, 0.24)
C (-0.31, 0.61, -1.27)
C (0.29, -0.92, 0.69)
H (0.92, 1.39, 1.78)
H (1.97, 1.06, 0.13)
H (0.91, 2.65, -0.08)
H (-2.11, 0.58, -0.04)
H (0.61, 0.59, -1.98)
H (1.43, -0.83, 0.84)
H (-0.96, -3.66, 0.12)
N (-0.56, -2.03, -0.11)
O (-1.47, 0.99, 0.76)
O (-1.47, 0.63, -1.80)
O (-0.08, -3.29, 0.08)

=====

(S)
Entry from the Open Molecules 2025 dataset: one molecule with the formula C4H7NO3 (ωB97M-V with the def2-TZVPD basis set).

SMILES ... OC[C@H]1CON=CO1
Spin multiplicity ... 1
Gap between HOMO and LUMO ... 10.40 eV

Atoms and positions in Å:
C (-1.30, -0.62, 0.75)
C (-0.41, 0.39, -0.08)
C (0.72, 0.74, 0.86)
C (1.43, -0.12, -1.47)
H (-1.93, -1.34, -0.92)
H (-0.68, -1.40, 1.17)
H (-1.91, -0.05, 1.53)
H (-0.99, 1.27, -0.45)
H (0.36, 1.46, 1.62)
H (1.09, -0.21, 1.37)
H (1.87, -0.80, -2.25)
N (2.27, 0.65, -0.93)
O (-2.36, -1.15, -0.05)
O (1.76, 1.49, 0.13)
O (0.10, -0.30, -1.29)

=====

It is (Q) that is the most stable of them.

=====

(P)
Entry from the Open Molecules 2025 dataset: one molecule with the formula C4H7NO3 (ωB97M-V with the def2-TZVPD basis set).

SMILES ... ON=C1OCCCO1
Spin multiplicity ... 1
Gap between HOMO and LUMO ... 9.76 eV

Atoms and positions in Å:
C (-0.60, -0.37, -0.14)
C (1.63, -0.94, 0.48)
C (1.98, 0.35, -0.27)
C (1.02, 1.50, 0.11)
H (-2.26, 1.02, 0.23)
H (1.51, -0.98, 1.51)
H (2.36, -1.57, 0.14)
H (1.98, -0.17, -1.26)
H (3.05, 0.56, -0.10)
H (1.15, 2.42, -0.55)
H (1.16, 1.72, 1.12)
N (-1.85, -0.74, -0.17)
O (-2.75, 0.26, 0.20)
O (0.51, -1.38, -0.20)
O (-0.29, 1.00, -0.11)

=====

(Q)
Entry from the Open Molecules 2025 dataset: one molecule with the formula C4H7NO3 (ωB97M-V with the def2-TZVPD basis set).

SMILES ... O=CN[C@@H](C=O)CO
Spin multiplicity ... 1
Gap between HOMO and LUMO ... 10.59 eV

Atoms and positions in Å:
O (2.39, 0.84, -0.16)
C (1.85, 0.26, -1.08)
N (0.64, -0.32, -0.86)
C (-0.34, 0.22, 0.09)
C (-0.85, -0.85, 1.03)
O (0.15, -1.06, 2.05)
C (-1.32, 1.09, -0.59)
O (-2.10, 1.81, -0.03)
H (2.27, 0.10, -2.07)
H (0.16, -0.81, -1.61)
H (0.18, 0.96, 0.72)
H (-0.94, -1.84, 0.57)
H (-1.67, -0.56, 1.69)
H (1.06, -0.78, 1.92)
H (-1.49, 0.95, -1.69)

=====

It is (Q) that is the most stable of them.

=====

(P)
Entry from the Open Molecules 2025 dataset: one molecule with the formula C4H7NO3 (ωB97M-V with the def2-TZVPD basis set).

SMILES ... O=CCCNC(=O)O
Spin multiplicity ... 1
Gap between HOMO and LUMO ... 10.69 eV

Atoms and positions in Å:
C (0.18, -0.51, 0.46)
C (-1.26, -0.19, 0.90)
C (-1.30, 1.17, 1.54)
O (-0.32, 1.82, 1.83)
N (0.61, 0.44, -0.59)
C (1.32, -0.02, -1.70)
O (1.06, -1.32, -1.96)
O (2.03, 0.65, -2.40)
H (0.18, -1.48, -0.02)
H (0.88, -0.49, 1.29)
H (-1.96, -0.27, 0.07)
H (-1.46, -0.93, 1.69)
H (-2.27, 1.50, 1.95)
H (1.13, 1.19, -0.18)
H (1.19, -1.56, -2.89)

=====

(Q)
Entry from the Open Molecules 2025 dataset: one molecule with the formula C4H7NO3 (ωB97M-V with the def2-TZVPD basis set).

SMILES ... CO/C=C/C(=O)NO
Spin multiplicity ... 1
Gap between HOMO and LUMO ... 9.56 eV

Atoms and positions in Å:
C (-2.82, 1.56, -0.72)
C (-0.74, 0.66, 0.06)
C (0.57, 0.66, -0.28)
C (1.57, -0.47, 0.03)
H (-3.21, 2.06, 0.36)
H (-3.03, 0.34, -0.73)
H (-3.08, 2.41, -1.65)
H (-1.38, 0.01, 0.57)
H (0.77, 1.51, -1.17)
H (1.81, -2.26, 1.01)
H (-0.43, -1.44, 2.08)
N (1.02, -1.52, 0.75)
O (-1.36, 1.52, -0.91)
O (2.84, -0.48, -0.26)
O (-0.23, -1.85, 1.14)

=====

It is (P) that is the most stable of them.

=====

(P)
Entry from the Open Molecules 2025 dataset: a 8-piece molecular cluster, C24H48O24 overall (ωB97M-V with the def2-TZVPD basis set).

SMILES ... COC(=O)OC.COC(=O)OC.COC(=O)OC.COC(=O)OC.COC(=O)OC.COC(=O)OC.COC(=O)OC.COC(=O)OC
Spin multiplicity ... 1
Gap between HOMO and LUMO ... 10.90 eV

Atoms and positions in Å:
C (2.78, 2.07, 6.05)
O (2.71, 2.20, 7.47)
C (1.69, 2.87, 8.08)
O (0.75, 3.33, 7.46)
O (1.86, 2.73, 9.36)
C (0.86, 3.23, 10.26)
H (3.43, 1.27, 5.69)
H (3.15, 3.01, 5.63)
H (1.84, 1.86, 5.54)
H (-0.12, 3.59, 9.93)
H (1.43, 3.97, 10.82)
H (0.79, 2.34, 10.89)
C (-3.10, -1.57, -1.89)
O (-3.75, -2.60, -1.12)
C (-3.73, -3.95, -1.49)
O (-3.18, -4.32, -2.55)
O (-4.41, -4.73, -0.66)
C (-4.58, -6.06, -1.12)
H (-2.95, -0.70, -1.24)
H (-3.67, -1.25, -2.76)
H (-2.22, -1.89, -2.45)
H (-5.01, -6.08, -2.12)
H (-5.21, -6.64, -0.44)
H (-3.65, -6.62, -1.27)
C (-1.28, -2.95, -4.91)
O (-0.44, -2.10, -5.57)
C (0.86, -2.45, -5.73)
O (1.36, -3.41, -5.15)
O (1.51, -1.58, -6.52)
C (2.86, -1.87, -6.83)
H (-0.94, -3.00, -3.88)
H (-1.23, -3.95, -5.34)
H (-2.32, -2.60, -4.93)
H (3.45, -1.02, -7.18)
H (2.85, -2.46, -7.75)
H (3.47, -2.34, -6.05)
C (-1.26, 8.02, -1.98)
O (-0.63, 6.74, -1.87)
C (-1.27, 5.73, -1.22)
O (-2.44, 5.76, -0.80)
O (-0.48, 4.63, -1.14)
C (-0.96, 3.41, -0.55)
H (-0.73, 8.78, -2.55)
H (-1.41, 8.59, -1.06)
H (-2.21, 7.86, -2.50)
H (-1.43, 3.42, 0.44)
H (-0.18, 2.65, -0.59)
H (-1.80, 3.09, -1.15)
C (3.07, 1.98, 1.73)
O (3.63, 0.70, 1.87)
C (3.67, -0.01, 0.74)
O (3.48, 0.34, -0.44)
O (4.03, -1.20, 1.08)
C (4.16, -2.31, 0.19)
H (2.05, 1.99, 1.34)
H (3.70, 2.73, 1.25)
H (2.90, 2.31, 2.75)
H (4.17, -3.19, 0.82)
H (5.12, -2.23, -0.32)
H (3.51, -2.32, -0.69)
C (-2.37, 7.43, 1.99)
O (-1.79, 6.18, 2.33)
C (-1.78, 5.71, 3.54)
O (-2.19, 6.35, 4.61)
O (-1.24, 4.50, 3.46)
C (-0.84, 3.88, 4.71)
H (-1.81, 7.91, 1.18)
H (-2.25, 8.16, 2.78)
H (-3.42, 7.46, 1.73)
H (-1.34, 4.15, 5.64)
H (0.17, 4.11, 5.06)
H (-0.81, 2.79, 4.67)
C (-0.21, 0.77, 2.39)
O (0.36, -0.24, 1.59)
C (0.06, -0.43, 0.29)
O (-0.69, 0.21, -0.41)
O (0.84, -1.51, -0.19)
C (0.75, -2.06, -1.45)
H (-0.58, 1.56, 1.72)
H (0.57, 1.13, 3.06)
H (-1.09, 0.51, 2.98)
H (-0.24, -1.96, -1.90)
H (0.97, -3.12, -1.37)
H (1.45, -1.65, -2.18)
C (0.08, -5.34, -2.63)
O (-0.30, -5.95, -3.85)
C (0.26, -7.18, -4.16)
O (1.05, -7.75, -3.44)
O (-0.24, -7.60, -5.30)
C (0.30, -8.80, -5.79)
H (1.14, -5.10, -2.67)
H (-0.11, -5.97, -1.76)
H (-0.43, -4.41, -2.37)
H (0.43, -9.56, -5.03)
H (1.19, -8.65, -6.40)
H (-0.45, -9.32, -6.38)

=====

(Q)
Entry from the Open Molecules 2025 dataset: a 8-piece molecular cluster, C24H48O24 overall (ωB97M-V with the def2-TZVPD basis set).

SMILES ... COC(=O)OC.COC(=O)OC.COC(=O)OC.COC(=O)OC.COC(=O)OC.COC(=O)OC.COC(=O)OC.COC(=O)OC
Spin multiplicity ... 1
Gap between HOMO and LUMO ... 11.17 eV

Atoms and positions in Å:
C (1.94, -3.85, 0.90)
O (1.89, -4.17, -0.49)
C (2.51, -3.46, -1.40)
O (3.27, -2.53, -1.24)
O (2.17, -3.96, -2.58)
C (2.49, -3.25, -3.77)
H (2.39, -2.87, 0.98)
H (2.43, -4.61, 1.49)
H (0.95, -3.72, 1.33)
H (2.14, -2.21, -3.67)
H (2.02, -3.70, -4.63)
H (3.58, -3.18, -3.79)
C (-0.96, -0.70, -4.78)
O (-0.08, -0.31, -5.82)
C (0.54, -1.22, -6.54)
O (0.49, -2.41, -6.37)
O (1.24, -0.61, -7.48)
C (2.17, -1.39, -8.22)
H (-1.47, -1.62, -5.06)
H (-1.71, 0.06, -4.61)
H (-0.36, -0.93, -3.89)
H (1.62, -2.01, -8.93)
H (2.84, -1.94, -7.57)
H (2.77, -0.67, -8.79)
C (1.02, -0.13, 1.47)
O (0.27, 0.97, 0.98)
C (-0.21, 0.90, -0.25)
O (-0.07, -0.04, -1.00)
O (-0.91, 1.98, -0.49)
C (-1.56, 2.12, -1.74)
H (0.73, -1.03, 0.94)
H (0.89, -0.35, 2.52)
H (2.09, 0.04, 1.43)
H (-1.41, 3.15, -2.06)
H (-2.62, 1.90, -1.68)
H (-1.10, 1.50, -2.52)
C (-4.62, 1.47, 0.90)
O (-3.68, 0.42, 0.85)
C (-3.74, -0.46, -0.15)
O (-4.34, -0.31, -1.18)
O (-2.94, -1.47, 0.19)
C (-2.82, -2.53, -0.77)
H (-4.18, 2.21, 1.57)
H (-5.56, 1.19, 1.40)
H (-4.82, 1.83, -0.11)
H (-3.76, -3.09, -0.75)
H (-2.03, -3.25, -0.60)
H (-2.81, -2.07, -1.76)
C (-1.97, -4.09, 6.68)
O (-1.53, -2.87, 6.11)
C (-2.01, -2.53, 4.91)
O (-2.89, -3.07, 4.31)
O (-1.25, -1.51, 4.49)
C (-1.41, -1.20, 3.10)
H (-2.60, -4.65, 5.99)
H (-2.57, -3.89, 7.56)
H (-1.12, -4.72, 6.96)
H (-1.08, -0.18, 2.94)
H (-2.44, -1.30, 2.78)
H (-0.81, -1.83, 2.44)
C (0.99, -4.75, 4.25)
O (1.65, -3.89, 5.16)
C (2.10, -2.71, 4.75)
O (1.94, -2.29, 3.63)
O (2.71, -2.16, 5.78)
C (3.18, -0.82, 5.68)
H (-0.01, -4.40, 4.00)
H (0.92, -5.72, 4.73)
H (1.59, -4.89, 3.36)
H (2.82, -0.29, 6.55)
H (2.87, -0.26, 4.80)
H (4.27, -0.86, 5.64)
C (-6.08, 9.39, -3.72)
O (-5.05, 8.52, -3.26)
C (-4.96, 7.35, -3.86)
O (-5.48, 7.01, -4.88)
O (-4.16, 6.55, -3.13)
C (-3.88, 5.29, -3.70)
H (-6.54, 9.83, -2.83)
H (-6.90, 8.76, -4.09)
H (-5.80, 10.15, -4.44)
H (-3.64, 4.58, -2.91)
H (-2.94, 5.35, -4.25)
H (-4.69, 4.89, -4.30)
C (5.89, -0.01, 1.57)
O (6.39, 1.12, 2.28)
C (5.96, 2.34, 2.05)
O (5.23, 2.69, 1.16)
O (6.35, 3.13, 3.05)
C (5.83, 4.44, 3.09)
H (6.13, -0.89, 2.14)
H (6.31, 0.00, 0.56)
H (4.84, 0.20, 1.35)
H (6.57, 5.07, 2.58)
H (5.75, 4.83, 4.11)
H (4.86, 4.57, 2.62)

=====

It is (Q) that is the most stable of them.

=====

(P)
Entry from the Open Molecules 2025 dataset: an isolated ion of composition C10H15N2 and charge +1 (ωB97M-V with the def2-TZVPD basis set).

SMILES ... C=c1[nH]ccc(=[NH+]\C)/c1=C/CC
Charge ... +1
Spin multiplicity ... 1
Gap between HOMO and LUMO ... 7.42 eV

Atoms and positions in Å:
C (0.06, 1.52, 1.87)
C (0.44, 2.62, 1.17)
C (-0.33, 0.41, 1.20)
C (-0.06, 0.33, -0.15)
C (-0.13, 1.53, -0.93)
C (-0.35, 1.67, -2.25)
C (0.23, -0.87, -0.76)
C (0.96, -2.77, -2.11)
C (-1.05, -0.70, 3.30)
C (0.43, -1.31, -2.17)
N (0.23, 2.68, -0.20)
N (-0.91, -0.62, 1.82)
H (0.06, 1.53, 2.95)
H (0.72, 3.54, 1.68)
H (-0.15, 2.68, -2.74)
H (-0.67, 0.90, -2.79)
H (0.51, -1.69, -0.10)
H (1.26, -3.12, -1.10)
H (1.76, -2.95, -2.82)
H (0.16, -3.42, -2.49)
H (-1.62, 0.14, 3.55)
H (-1.41, -1.66, 3.67)
H (-0.05, -0.62, 3.88)
H (-0.56, -1.26, -2.57)
H (1.13, -0.66, -2.77)
H (0.54, 3.52, -0.54)
H (-1.22, -1.43, 1.40)

=====

(Q)
Entry from the Open Molecules 2025 dataset: an isolated ion of composition C10H15N2 and charge +1 (ωB97M-V with the def2-TZVPD basis set).

SMILES ... C#CC(/C=C\C1(NC)CC1)=[NH+]\C
Charge ... +1
Spin multiplicity ... 1
Gap between HOMO and LUMO ... 7.54 eV

Atoms and positions in Å:
C (4.15, -0.55, 0.47)
C (3.06, -0.21, 0.15)
C (-0.12, -1.59, -0.94)
C (1.24, -1.29, -1.03)
C (-1.14, -0.80, -0.15)
C (-1.87, -1.49, 1.04)
C (-0.79, -0.55, 1.30)
C (1.78, -0.08, -0.36)
C (-2.97, 0.85, -0.32)
C (1.79, 2.28, 0.06)
N (-1.73, 0.29, -0.90)
N (1.12, 1.02, -0.33)
H (5.05, -1.10, 0.64)
H (-0.55, -2.49, -1.44)
H (2.01, -1.75, -1.63)
H (-2.80, -1.16, 1.33)
H (-1.88, -2.65, 1.16)
H (-1.09, 0.35, 1.79)
H (0.08, -0.95, 1.73)
H (-3.82, 0.15, -0.36)
H (-3.02, 1.79, -0.96)
H (-2.74, 1.14, 0.80)
H (2.03, 2.88, -0.90)
H (1.22, 2.83, 0.80)
H (2.73, 2.07, 0.66)
H (0.27, 1.01, -0.83)
H (-2.02, -0.01, -1.81)

=====

It is (P) that is the most stable of them.